This record from OMol25 describes an isolated molecule of C7H15PSi. The level of theory is ωB97M-V with the def2-TZVPD basis set.

Structure (XYZ):
```
24
Properties=species:S:1:pos:R:3:nbo_charge:R:1
H -0.6539 1.8550 1.5868 0.20
P -1.4622 -0.4519 2.1240 0.39
Si -0.1129 -0.5891 -1.1057 1.37
C 1.4518 -0.2014 1.3607 -0.40
H 1.4091 -2.0173 0.4088 0.23
H -2.0576 2.4567 -0.3749 0.20
H 2.5320 -0.3384 1.6525 0.21
H -0.2373 -0.9379 -3.6360 0.25
H 0.2328 2.0420 -0.7378 0.23
C -1.7248 1.4723 -0.2081 -0.38
H 2.3054 -0.8190 -0.3752 0.22
C -0.6737 -1.3849 -2.6992 -1.15
H -0.5931 1.5078 -2.0202 0.23
C 1.3845 -1.0002 0.1050 -0.84
C -0.5030 1.2608 -1.0459 -0.90
H -2.3069 1.7983 1.8956 0.22
H -2.4743 0.7945 -0.5332 0.19
H -0.3903 -2.4222 -2.5936 0.25
H -1.7389 -1.3480 -2.6954 0.26
H 0.5041 -1.8076 2.3227 0.21
C -1.5767 1.3125 1.3663 -0.70
H 1.3405 0.9373 1.2363 0.20
H 0.6545 -0.4308 3.4250 0.22
C 0.4147 -0.7328 2.4491 -0.70
```

HOMO-LUMO gap (spin up / spin down) = 7.4 / 6.3 eV
E_HOMO (spin up / spin down) = -7.131 / -6.418 eV
lowest unoccupied orbital energy (spin up / spin down) = 0.226 / -0.139 eV
relative energy (zero: lowest compared OMol25 entry of this formula, charge and spin) = 143.9 kJ/mol



This record from OMol25 describes a cluster of 2 separate species, C7H16 in total. The level of theory is ωB97M-V with the def2-TZVPD basis set.

Structure (XYZ):
```
23
Properties=species:S:1:pos:R:3:nbo_charge:R:1
H 2.4925 -0.9044 -1.3021 0.19
H 0.5783 -1.3607 -0.0138 0.22
H 3.4916 0.7704 1.1147 0.19
H -3.2967 -0.0284 -1.0927 0.22
H -2.7299 -1.2661 0.9486 0.22
H -1.2004 -1.7568 -0.8191 0.22
C -0.4027 -1.0615 -0.6275 -0.63
H 1.4521 -0.0975 0.0045 0.20
C 2.4587 -0.2984 -0.3810 -0.41
H 0.5505 1.0071 1.2753 0.21
H -2.0128 0.1226 2.1038 0.22
H 4.5494 -0.0331 -0.1410 0.19
C 3.5322 0.1837 0.2126 -0.38
C -1.1432 -0.0316 0.0557 -0.06
H -0.5651 2.3582 0.5615 0.22
H 0.5538 1.3426 -0.5608 0.22
H -0.0668 -0.6685 -1.4876 0.20
H -2.5557 1.7507 -0.3778 0.23
C -0.1352 1.1987 0.3893 -0.65
C -2.3166 0.6393 -0.8888 -0.63
C -1.7628 -0.7060 1.2679 -0.62
H -0.7586 -1.4840 1.5679 0.21
H -1.8649 0.7024 -1.9511 0.21
```

HOMO-LUMO gap = 11.0 eV
SMILES = CC(C)(C)C.C=C
E_HOMO = -10.126 eV
lowest unoccupied orbital energy = 0.849 eV
relative energy (zero: lowest compared OMol25 entry of this formula, charge and spin) = 478.5 kJ/mol



This record from OMol25 describes an isolated molecule of C7H16. The level of theory is ωB97M-V with the def2-TZVPD basis set.

Structure (XYZ):
```
23
Properties=species:S:1:pos:R:3:nbo_charge:R:1
H 1.1829 -2.3128 1.0149 0.21
H -0.1025 1.6127 -0.1331 0.20
H 1.1188 0.1754 1.3003 0.19
H 2.3498 1.3550 -0.5195 0.21
C 0.4467 -0.3165 0.5788 -0.21
H -1.6052 -0.2853 -1.2089 0.21
H 2.1169 -1.4819 -0.2342 0.21
H 2.0163 0.1616 -1.7899 0.20
C -0.8668 -0.6107 1.3244 -0.39
H -0.6188 -1.1887 2.2245 0.20
C -1.6745 0.6233 1.7255 -0.61
H -2.5012 0.3508 2.3900 0.21
H -1.1445 1.1173 -2.1748 0.21
H 1.4794 1.8315 -1.9893 0.21
C 0.2719 0.6845 -0.5856 -0.22
H -0.2964 -0.4170 -2.3899 0.20
H -1.4943 -1.2752 0.7142 0.19
H -2.1075 1.1271 0.8540 0.20
C -0.7506 0.2447 -1.6430 -0.62
H 0.5165 -2.1425 -0.6149 0.20
C 1.1058 -1.6330 0.1581 -0.61
C 1.6056 1.0269 -1.2554 -0.60
H -1.0483 1.3529 2.2537 0.20
```

HOMO-LUMO gap = 11.9 eV
SMILES = CC[C@@H](C)C(C)C
E_HOMO = -10.719 eV
lowest unoccupied orbital energy = 1.157 eV
relative energy (zero: lowest compared OMol25 entry of this formula, charge and spin) = 3.6 kJ/mol



This record from OMol25 describes the ion C7H16BN3O2 with charge +2. The level of theory is ωB97M-V with the def2-TZVPD basis set.

Structure (XYZ):
```
29
Properties=species:S:1:pos:R:3:lowdin_spin:R:1
H 1.1302 2.9934 1.5170 0.00
H -3.7776 0.2617 -0.6202 0.00
O 0.7584 2.0980 1.2975 0.01
N -3.2449 0.2361 0.2338 0.05
C 0.2617 -0.9058 0.1186 0.07
H -3.9996 -1.7136 0.7562 0.00
H -0.6188 1.2104 -3.3097 0.02
N 2.7431 -0.7728 -0.1838 0.03
H -2.4491 1.0105 -2.1524 0.00
H 3.0243 2.6110 0.0364 0.00
O 2.7236 1.7577 -0.1080 0.01
C -1.8334 0.0276 -0.3061 0.40
C -3.7046 -0.7336 1.1742 0.01
N -0.9802 -0.5939 0.4478 0.63
C 3.3174 -1.5727 0.9225 0.02
C -1.5923 0.5239 -1.6928 0.05
C -0.5033 0.7477 -2.4023 0.25
H 0.4215 0.3514 -2.1066 0.02
H 2.4836 -1.3800 -1.0438 0.01
C 1.3929 -0.2038 0.2122 0.33
H -3.3820 1.2227 0.6355 0.01
H 3.8606 -0.8796 1.5825 0.00
H 0.3268 -1.8952 -0.4885 0.01
H 4.0552 -2.2737 0.4515 0.00
H -3.0283 -0.9612 1.9329 0.00
H 2.4022 -2.0831 1.2177 0.00
H 3.3932 0.0653 -0.3740 0.00
H -4.7380 -0.5008 1.7449 0.00
B 1.5572 1.3524 0.5070 0.04
```

HOMO-LUMO gap (spin up / spin down) = 6.6 / 6.0 eV
E_HOMO (spin up / spin down) = -13.538 / -16.715 eV
lowest unoccupied orbital energy (spin up / spin down) = -6.972 / -10.696 eV
net charge = +2
2S+1 = 3



This record from OMol25 describes a structure of composition C7H16Cl2IrN2O2PS. The level of theory is ωB97M-V with the def2-TZVPD basis set.

Structure (XYZ):
```
32
Properties=species:S:1:pos:R:3:lowdin_spin:R:1
H 0.8910 -3.9564 0.3220 0.01
N -3.0532 1.9380 0.4714 0.04
H 0.6708 -2.8320 1.6852 0.00
Cl 0.5029 1.0279 -2.4280 0.73
P 0.9019 -1.6699 -0.4697 0.19
O 3.5469 1.4114 1.6385 0.02
C 2.7091 -1.6927 -0.4383 0.06
H 3.0408 -2.7043 -0.7082 0.01
N -4.0594 -0.1545 0.1328 0.05
H 0.6058 -1.6531 -2.8848 0.00
H -2.2919 2.5205 0.1220 0.01
H 5.7909 2.4994 1.6719 0.00
H -3.9296 -1.0107 -0.3922 0.01
O -0.4861 -0.0276 2.7254 0.08
C 4.1053 1.8880 0.6707 0.00
Ir 0.3600 0.5011 -0.1005 1.76
H 6.1725 1.9205 0.0600 0.00
H 5.4738 3.5433 0.2829 0.00
S -1.7326 0.1074 -1.0173 0.61
H -4.8964 0.0175 0.6931 0.00
C 5.4675 2.5100 0.6385 0.00
H 0.9256 -3.3002 -2.2214 0.01
H -0.6998 -3.1862 0.5791 0.00
Cl 3.3247 1.8979 -0.9377 0.07
C -0.0692 0.2312 1.6615 0.19
C -3.0263 0.6800 0.0241 0.09
C 0.3711 -2.3586 -2.0768 0.04
H 3.1041 -0.9589 -1.1512 0.00
H 3.0618 -1.4448 0.5693 0.00
H -3.9138 2.3876 0.7876 0.00
H -0.7073 -2.5774 -2.0581 0.00
C 0.3876 -3.0310 0.6434 0.02
```

HOMO-LUMO gap (spin up / spin down) = 7.8 / 5.0 eV
E_HOMO (spin up / spin down) = -14.442 / -16.415 eV
lowest unoccupied orbital energy (spin up / spin down) = -6.677 / -11.407 eV
net charge = +2
relative energy (zero: lowest compared OMol25 entry of this formula, charge and spin) = 15.1 kJ/mol
2S+1 = 5



This record from OMol25 describes a structure of composition C7H16Cl2LuN2O3P. The level of theory is ωB97M-V with the def2-TZVPD basis set.

Structure (XYZ):
```
32
Properties=species:S:1:pos:R:3:nbo_charge:R:1
H -2.2468 1.7710 -2.5588 0.26
H 1.5079 1.8863 -3.8998 0.28
H -2.5322 1.9445 1.5931 0.35
Cl 0.9673 -2.5493 -1.0438 -0.49
H 2.3393 0.7143 -2.8152 0.27
O 0.2316 -1.1206 1.8622 -0.84
Lu -0.3629 -0.8149 -0.0760 1.41
H -1.0569 3.0605 -2.1483 0.24
C -0.3726 -0.4577 -3.5457 -0.91
N 0.0248 -1.6131 4.0355 -0.76
H 1.3619 -3.3525 1.5931 0.45
C 1.5754 1.5141 -2.8556 -0.94
H -0.7083 0.0000 -4.4902 0.28
H -2.3295 2.2414 -0.1994 0.32
H 0.1484 -2.2451 4.8150 0.43
H 1.8883 2.3540 -2.2065 0.25
O 0.4341 2.3626 1.4330 -0.22
H -1.1412 2.4037 -3.8170 0.28
C -1.2227 2.1442 -2.7430 -0.94
H -1.1688 -1.1227 -3.1750 0.26
Cl -2.7602 -0.7470 -0.1172 -0.52
O 3.1765 0.7130 0.2975 -0.38
C -0.5404 1.9567 0.8901 0.82
H -1.9807 3.5590 1.0159 0.34
C 2.0911 0.4484 0.0495 0.53
N 1.0950 -3.1080 2.5536 -0.77
C 0.4528 -1.9494 2.8094 0.83
H -0.4765 -0.7288 4.1679 0.43
C -1.9213 2.4609 0.8130 -0.78
P -0.0249 0.8286 -2.2525 0.81
H 1.2393 -3.7618 3.3129 0.43
H 0.5336 -1.0494 -3.7352 0.28
```

HOMO-LUMO gap (spin up / spin down) = 5.8 / 5.8 eV
E_HOMO (spin up / spin down) = -16.955 / -16.957 eV
lowest unoccupied orbital energy (spin up / spin down) = -11.157 / -11.153 eV
net charge = +2
relative energy (zero: lowest compared OMol25 entry of this formula, charge and spin) = 100.9 kJ/mol



This record from OMol25 describes an isolated molecule of C7H16Cl2Si. The level of theory is ωB97M-V with the def2-TZVPD basis set.

Structure (XYZ):
```
26
Properties=species:S:1:pos:R:3:nbo_charge:R:1
H 2.1967 0.5573 -0.6338 0.23
H 2.5825 1.7411 0.9809 0.19
H -2.7812 0.2210 0.0672 0.26
Si -0.8281 -1.2945 -0.0896 1.67
H -1.0943 2.0106 -0.1864 0.23
C -0.1636 1.6366 -0.6097 -0.48
H 2.1453 -0.9148 0.2523 0.23
H -1.3809 -2.8875 1.8270 0.27
Cl -0.0909 -2.1452 -1.7871 -0.39
H 3.2766 0.4073 1.7950 0.21
C 2.3860 0.8248 1.3678 -0.60
C -2.6056 -0.7560 -0.3862 -1.16
H 0.0460 -1.8926 2.1503 0.28
H 0.1201 -3.2475 0.9044 0.26
Cl -0.6431 0.7587 1.9803 -0.26
C -0.5198 -2.4400 1.2895 -1.20
H 0.7329 0.8415 -2.3612 0.21
C 1.6623 0.0671 0.1743 -0.53
H -0.1022 2.3181 -2.6502 0.21
H -0.9198 0.8734 -2.3606 0.20
H -3.3536 -1.3993 0.0464 0.25
C -0.0931 1.4268 -2.1171 -0.59
C 0.1993 0.3551 0.1086 -0.18
H 0.5056 2.4658 -0.4820 0.21
H 1.6269 1.0258 2.1676 0.23
H -2.9039 -0.5535 -1.4475 0.25
```

HOMO-LUMO gap = 10.4 eV
SMILES = CCC(Cl)(CC)[Si](C)(C)Cl
E_HOMO = -9.893 eV
lowest unoccupied orbital energy = 0.536 eV
relative energy (zero: lowest compared OMol25 entry of this formula, charge and spin) = 85.3 kJ/mol



This record from OMol25 describes the ion C7H16ClN2 with charge +1. The level of theory is ωB97M-V with the def2-TZVPD basis set.

Structure (XYZ):
```
26
Properties=species:S:1:pos:R:3:nbo_charge:R:1
C -0.9456 0.4375 -0.1371 0.20
H -2.5010 1.1840 1.1323 0.23
H 0.9619 -0.4796 2.1456 0.22
N -0.2031 1.7003 -0.4440 -0.55
N 1.6568 0.3716 -0.3684 -0.49
Cl 3.3768 0.1720 -0.0142 0.14
C -1.7767 -0.0269 -1.2897 -0.68
C -1.6435 0.5072 1.1864 -0.69
H 0.8770 -1.3370 -2.0610 0.23
H -2.2237 -0.9876 -1.0526 0.26
C 0.8125 -1.7897 -1.0766 -0.68
H -2.5929 0.6707 -1.4889 0.23
H 1.8057 -1.8792 1.5071 0.25
H 0.0550 -1.9035 1.6112 0.24
H -0.7082 2.5317 -0.1122 0.44
C 0.9092 -1.2679 1.4007 -0.70
H -1.1863 -0.1401 -2.1950 0.23
H 1.0560 1.6475 1.2546 0.20
H 1.7904 2.4398 -0.1734 0.24
H -0.9967 0.8526 1.9884 0.23
H -0.0894 1.7584 -1.4642 0.45
C 0.8518 -0.7512 -0.0018 0.31
H 1.6679 -2.4568 -0.9597 0.25
H -0.0846 -2.3970 -1.0077 0.24
C 1.1556 1.6150 0.1596 -0.05
H -2.0247 -0.4719 1.4605 0.26
```

HOMO-LUMO gap = 10.1 eV
E_HOMO = -13.318 eV
lowest unoccupied orbital energy = -3.224 eV
net charge = +1
relative energy (zero: lowest compared OMol25 entry of this formula, charge and spin) = 192.4 kJ/mol



This record from OMol25 describes the ion C7H16ClN2 with charge +1. The level of theory is ωB97M-V with the def2-TZVPD basis set.

Structure (XYZ):
```
26
Properties=species:S:1:pos:R:3:nbo_charge:R:1
H 0.1334 2.3961 -1.3001 0.21
C 0.3045 -1.7485 1.7330 -0.67
N 1.3598 0.0699 0.3755 -0.52
H 1.4592 -1.9459 1.9375 0.22
H 1.6708 1.0374 0.4840 0.44
C 0.1721 -0.3654 1.2136 0.32
Cl -2.4631 0.1307 0.9076 0.19
C -0.5908 0.1933 -1.1169 0.09
H -0.3352 -1.8855 2.6754 0.28
H -2.4022 -0.3381 -2.0657 0.24
C 0.0790 0.6350 2.3271 -0.67
H 0.9139 0.7132 2.9239 0.24
H -0.8756 -0.7454 -3.0217 0.22
C -0.7925 1.6787 -1.5081 -0.63
H 2.1433 -0.4846 0.5623 0.43
N -1.0578 -0.3269 0.1315 -0.49
H -1.7515 1.9329 -0.9935 0.24
C 0.9013 -0.2206 -1.0322 -0.22
H -0.8488 0.3418 2.9846 0.27
H 1.6117 0.3279 -1.7011 0.24
H 0.9762 -1.2479 -1.2696 0.24
H -0.0354 1.6918 1.9269 0.23
H -0.0612 -2.4980 0.9175 0.26
H -1.3883 -1.5949 -1.4260 0.23
H -0.9029 1.6201 -2.5397 0.23
C -1.4152 -0.6927 -2.0089 -0.60
```

HOMO-LUMO gap = 9.4 eV
SMILES = CC1(C)C[NH2+]C(C)(C)N1Cl
E_HOMO = -12.703 eV
lowest unoccupied orbital energy = -3.304 eV
net charge = +1
relative energy (zero: lowest compared OMol25 entry of this formula, charge and spin) = 265.6 kJ/mol



This record from OMol25 describes a structure of composition C7H16CsFO4. The level of theory is ωB97M-V with the def2-TZVPD basis set.

Structure (XYZ):
```
29
Properties=species:S:1:pos:R:3:mulliken_charge:R:1
H 2.5321 -0.6849 -1.9073 0.35
C 1.8525 -2.2373 -0.5962 -0.56
H 2.6656 -2.0925 0.1356 0.34
H 0.7462 2.7817 0.3171 0.09
C -0.0027 2.1148 -0.1651 0.49
O -0.5866 1.6815 1.0021 -0.28
H 0.1250 1.8366 2.9314 0.31
O -2.0883 0.7115 -0.9531 -0.67
C -3.4286 0.9995 -0.7348 -0.87
O 1.2432 0.0487 -0.4472 -0.27
H -3.5690 2.0836 -0.9465 0.23
H -3.8511 1.0556 0.2941 0.21
H -0.0421 3.3560 2.1073 0.31
H -0.2403 -4.1236 1.0663 0.27
H 1.3231 -3.5724 1.7787 0.35
H 1.8683 1.8592 -1.1422 0.39
H 0.4991 1.2033 -2.0313 0.28
H 1.3014 -4.5560 0.2757 0.32
H 2.1521 -3.0329 -1.2988 0.38
C 1.6147 -0.9639 -1.3655 -0.58
H 0.8089 -1.1106 -2.1053 0.39
F -0.2977 3.6706 -1.0766 -0.54
C 0.7747 -3.7743 0.8446 -0.83
C -0.5249 2.3775 2.2321 -0.75
H -4.0821 0.2586 -1.2378 0.25
O 0.6582 -2.5969 0.0706 -0.36
H -1.5450 2.3690 2.6315 0.26
Cs -0.8397 -0.9531 1.3437 1.22
C 0.9329 1.2912 -1.0229 -0.73
```

HOMO-LUMO gap = 5.6 eV
E_HOMO = -6.086 eV
lowest unoccupied orbital energy = -0.464 eV